Below is 2 unconnected molecules or ions with the total composition C2H2O, with properties calculated with ωB97M-V with the def2-TZVPD basis set.

Each line ends with the Löwdin charge.
Positions of all 5 atoms, in Å:
O (1.59989, -2.36465, 2.80457)  0.017
C (1.40960, -2.75649, 1.76437)  -0.024
C (-0.44061, -0.08744, 0.30718)  0.161
H (-0.82587, 0.56786, -0.48984)  -0.074
H (0.64376, -0.18023, 0.13931)  -0.079

HOMO level (spin up / spin down) (eV): -9.90 / -9.90
E_LUMO (spin up / spin down) (eV): -0.96 / -0.96

Below is C2H2O2 in the gas phase in a non-equilibrium geometry, with properties calculated with ωB97M-V with the def2-TZVPD basis set.

Each line ends with the Löwdin charge.
Positions of all 6 atoms, in Å:
O (0.10353, 1.72169, 0.28240)  0.094
O (1.63755, -0.11231, 0.13146)  0.104
C (-0.15437, 0.59484, 0.26497)  -0.327
C (0.69233, -0.42540, -0.48685)  -0.164
H (-1.09117, 0.13420, 0.92409)  0.157
H (0.54260, -1.03462, -1.41391)  0.136

SMILES: O=CC=O
HOMO level (eV): -9.41
E_LUMO (eV): 0.30

Below is 2 unconnected molecules or ions with the total composition C2H2O2P in a non-equilibrium geometry, with properties calculated with ωB97M-V with the def2-TZVPD basis set.

Each line ends with the Löwdin charge.
Positions of all 7 atoms, in Å:
P (-1.44368, -1.15864, 0.10610)  0.397
O (2.12942, 1.15215, 0.27557)  0.096
O (1.87209, -0.70837, -1.07012)  0.099
C (-0.63793, 0.28156, -0.02726)  -0.624
C (1.86039, 0.23091, -0.39520)  -0.582
H (-2.93412, -1.02686, 0.83288)  -0.231
H (-0.84617, 1.22924, 0.27805)  -0.155

HOMO level (eV): -2.59
Charge: -1
E_LUMO (eV): 3.94

Below is C2H2O2S in the gas phase in a non-equilibrium geometry, with properties calculated with ωB97M-V with the def2-TZVPD basis set.

Each line ends with the Löwdin charge.
Positions of all 7 atoms, in Å:
S (1.68884, 0.69242, -0.08585)  0.799
O (-2.12410, -0.20716, -0.15131)  0.084
O (-0.37987, -1.51793, 0.48024)  0.050
C (-0.78908, -0.42834, 0.04503)  -0.551
C (0.09150, 0.76810, -0.19794)  -0.555
H (-2.51942, -1.03726, 0.17856)  0.131
H (-0.28473, 1.72061, -0.51902)  0.041

SMILES: O=C(O)C=S
HOMO level (eV): -9.48
E_LUMO (eV): -1.55

E? In order: -4148.780, -6198.264, -15488.642, -17035.735 eV.
Energy relative to the best compared isomer or geometry (same formula, charge and spin)? In order: 86.7, 41.3, 51.0, 6.7 kcal per mole.